(1)
2 unconnected molecules or ions with the total composition C10H23FNO8PS. Source: the Open Molecules 2025 dataset; level of theory: wB97M-V/def2-TZVPD.

The geometry in XYZ format:
```
45
Properties=species:S:1:pos:R:3:nbo_charge:R:1
C 0.910 -0.233 0.091 -0.627
C 1.124 0.911 -0.899 -0.444
C 0.556 2.251 -0.443 0.293
C 0.348 3.212 -1.619 -0.472
C 1.564 3.344 -2.515 0.053
F 2.708 3.655 -1.747 -0.399
O -0.764 1.998 0.103 -0.718
S -0.958 2.492 1.597 2.573
O -2.134 3.276 1.678 -0.893
O -0.750 1.401 2.480 -0.899
O 0.287 3.471 1.596 -0.684
C 1.316 3.021 0.702 -0.304
P 2.742 2.349 1.716 2.201
N 2.414 2.210 3.194 -1.304
O 3.827 3.505 1.406 -0.989
O 3.336 1.096 0.893 -0.997
H 0.873 0.113 1.126 0.222
H 1.723 -0.954 0.016 0.216
H -0.027 -0.754 -0.108 0.241
H 0.627 0.676 -1.845 0.208
H 2.183 1.036 -1.123 0.229
H -0.485 2.837 -2.218 0.243
H 0.056 4.194 -1.237 0.225
H 1.792 2.422 -3.048 0.176
H 1.438 4.153 -3.234 0.185
H 1.712 3.937 0.275 0.237
H 2.608 1.324 3.636 0.404
H 3.945 3.695 0.465 0.503
H 4.299 1.125 0.840 0.515
C -2.441 -2.715 -1.728 -0.252
O -1.899 -2.496 -0.441 -0.556
C -2.815 -2.735 0.616 -0.090
C -2.573 -4.074 1.279 -0.088
O -2.820 -5.156 0.398 -0.551
C -1.647 -5.721 -0.153 -0.252
H -1.617 -2.657 -2.439 0.187
H -2.912 -3.698 -1.806 0.180
H -3.181 -1.947 -1.980 0.168
H -3.844 -2.688 0.245 0.174
H -2.684 -1.941 1.357 0.193
H -3.252 -4.174 2.131 0.186
H -1.546 -4.116 1.657 0.173
H -1.069 -6.250 0.612 0.166
H -1.010 -4.961 -0.613 0.175
H -1.960 -6.435 -0.912 0.190
```

SMILES   CC[C@@]1(CCF)OS(=O)(=O)O[C@H]1P(=N)(O)O.COCCOC
Calculated total energy   -1890.89705 a.u.
HOMO-LUMO gap   9.50 eV
HOMO level   -9.299 eV
LUMO energy   0.20 eV

(2)
A molecular structure, C10H23N3PtSSe2 at a distorted geometry. Source: the Open Molecules 2025 dataset; level of theory: wB97M-V/def2-TZVPD.

The geometry in XYZ format:
```
40
Properties=species:S:1:pos:R:3:nbo_charge:R:1
Pt -0.684 0.079 -0.808 0.656
C -1.472 -2.876 -3.195 -0.781
Se -0.887 -2.402 -1.410 0.704
C 1.021 -2.802 -1.562 -0.590
C 1.791 -2.071 -2.642 -0.628
Se 2.022 -0.203 -2.216 0.858
C 2.193 0.557 -3.981 -0.812
H -1.515 -3.966 -3.186 0.292
H -0.791 -2.522 -3.963 0.241
H -2.469 -2.470 -3.349 0.277
H 1.081 -3.876 -1.749 0.292
H 1.415 -2.617 -0.563 0.262
H 1.346 -2.130 -3.634 0.256
H 2.800 -2.489 -2.713 0.306
H 3.131 0.190 -4.403 0.299
H 2.237 1.637 -3.864 0.281
H 1.354 0.265 -4.609 0.254
S -1.944 1.140 -3.746 0.622
C -1.155 0.485 -2.657 -0.397
C -1.284 2.126 0.375 -0.414
N -0.693 2.007 1.663 -0.388
C -0.197 3.232 2.314 -0.420
C -0.452 0.754 2.115 0.672
N -0.452 -0.211 1.159 -0.899
N -0.218 0.489 3.384 -0.364
C -0.866 1.223 4.488 -0.418
C 0.527 -0.711 3.785 -0.430
H -1.699 3.119 0.208 0.313
H -2.125 1.424 0.259 0.246
H -0.480 1.991 -0.462 0.173
H 0.284 3.856 1.561 0.232
H 0.536 2.982 3.074 0.247
H -1.009 3.805 2.758 0.240
H -0.423 -1.157 1.510 0.411
H -1.564 1.963 4.114 0.226
H -0.122 1.699 5.125 0.238
H -1.412 0.504 5.097 0.244
H -0.140 -1.553 3.980 0.226
H 1.052 -0.490 4.711 0.258
H 1.263 -0.978 3.030 0.215
```

ΔE to the lowest compared entry with this formula, charge and spin   0.0 kcal/mol
Charge   +3
Calculated total energy   -5878.34570 a.u.
HOMO-LUMO gap (alpha / beta)   7.04 / 5.34 eV
HOMO level (alpha / beta)   -18.428 / -18.369 eV
<S²>   0.77
LUMO energy (alpha / beta)   -11.38 / -13.03 eV
Spin multiplicity   2

(3)
2 unconnected molecules or ions with the total composition C10H23N4O3. Source: the Open Molecules 2025 dataset; level of theory: wB97M-V/def2-TZVPD.

The geometry in XYZ format:
```
40
Properties=species:S:1:pos:R:3:nbo_charge:R:1
C 2.245 0.622 -0.012 -0.419
N 1.623 0.011 1.158 -0.605
C 0.367 0.515 1.558 -0.042
N 0.266 2.035 1.642 -0.707
C -0.724 2.628 0.884 0.737
N -0.398 3.269 -0.307 -0.832
N -1.974 2.661 1.252 -0.279
C -2.422 2.053 2.522 -0.418
C -3.021 3.315 0.440 -0.331
C -3.374 2.531 -0.829 0.767
O -4.104 1.591 -0.771 -0.516
O -2.871 3.043 -1.966 -0.678
H 2.816 1.518 0.250 0.192
H 2.898 -0.110 -0.489 0.238
H 1.458 0.876 -0.727 0.170
H 2.259 -0.066 1.940 0.378
H -0.421 0.167 0.877 0.177
H 0.135 0.122 2.549 0.213
H 0.275 2.367 2.600 0.402
H -0.296 2.619 -1.085 0.412
H 0.531 3.669 -0.178 0.414
H -1.659 2.165 3.287 0.223
H -2.628 0.993 2.368 0.243
H -3.331 2.554 2.840 0.241
H -3.928 3.285 1.037 0.247
H -2.758 4.353 0.239 0.264
H -2.576 2.335 -2.556 0.510
C 0.732 -3.798 -1.947 -0.432
C 1.468 -4.981 -1.318 -0.430
C 2.889 -4.442 -1.218 -0.068
O 2.764 -3.028 -1.016 -0.544
C 1.423 -2.622 -1.268 -0.067
H -0.344 -3.809 -1.779 0.216
H 0.910 -3.773 -3.023 0.207
H 1.068 -5.188 -0.324 0.203
H 1.407 -5.895 -1.907 0.226
H 3.448 -4.619 -2.141 0.171
H 3.452 -4.865 -0.386 0.190
H 0.948 -2.377 -0.311 0.161
H 1.444 -1.721 -1.887 0.169
```

ΔE to the lowest compared entry with this formula, charge and spin   10.4 kcal/mol
Charge   +1
Calculated total energy   -839.29896 a.u.
HOMO-LUMO gap   7.56 eV
HOMO level   -11.493 eV
LUMO energy   -3.93 eV

(4)
A molecular structure, C10H24AlN6O6S at a distorted geometry. Source: the Open Molecules 2025 dataset; level of theory: wB97M-V/def2-TZVPD.

The geometry in XYZ format:
```
48
Properties=species:S:1:pos:R:3:nbo_charge:R:1
O -0.102 -0.088 -2.742 -0.911
H 0.298 0.716 -3.140 0.485
Al -0.130 -0.031 -0.896 1.764
N 0.026 1.616 0.320 -0.152
N 1.747 0.616 -1.137 -0.134
N -1.259 -0.953 0.539 -0.217
N 0.445 -1.895 -0.968 -0.206
O -0.845 1.904 1.328 -0.530
O -2.046 -0.337 1.456 -0.547
O 1.429 -2.287 -1.784 -0.508
O 2.563 0.017 -1.932 -0.332
C 2.089 1.851 -0.679 0.251
C 1.098 2.422 0.155 0.228
C -1.344 -2.278 0.414 0.234
C -0.349 -2.829 -0.445 0.228
C 1.258 3.685 0.914 -0.692
H 1.992 3.532 1.710 0.261
H 0.336 4.062 1.368 0.272
H 1.635 4.472 0.258 0.254
C 3.442 2.369 -0.966 -0.685
H 3.591 2.380 -2.058 0.269
H 4.199 1.727 -0.475 0.276
H 3.518 3.406 -0.592 0.243
C -2.301 -3.080 1.228 -0.684
C -0.104 -4.305 -0.583 -0.681
H -3.028 -2.436 1.735 0.266
H -1.708 -3.629 1.972 0.249
H -2.849 -3.824 0.627 0.252
H 0.685 -4.453 -1.328 0.270
H -1.011 -4.843 -0.916 0.251
H 0.198 -4.747 0.386 0.250
H -1.640 0.669 1.432 0.499
H 2.001 -1.395 -1.943 0.501
C -1.689 0.707 -1.747 -0.961
H -1.625 1.724 -1.303 0.261
H -2.388 -0.072 -1.437 0.266
H -1.895 0.856 -2.832 0.272
O -3.181 3.740 0.443 -0.938
H -3.986 3.369 0.848 0.472
H -2.492 3.154 0.812 0.467
N 0.869 -1.889 3.631 -0.789
C 0.929 -0.745 2.929 0.337
N 0.189 0.291 3.399 -0.780
S 1.829 -0.689 1.489 -0.279
H 0.696 -1.842 4.637 0.404
H 1.532 -2.584 3.319 0.420
H 0.025 1.086 2.770 0.427
H -0.504 0.113 4.095 0.399
```

ΔE to the lowest compared entry with this formula, charge and spin   43.1 kcal/mol
Charge   +1
Calculated total energy   -1815.64847 a.u.
HOMO-LUMO gap (alpha / beta)   7.19 / 5.44 eV
HOMO level (alpha / beta)   -11.805 / -11.482 eV
LUMO energy (alpha / beta)   -4.61 / -6.04 eV

(5)
A molecular structure, C10H24AuN6O7 at a distorted geometry. Source: the Open Molecules 2025 dataset; level of theory: wB97M-V/def2-TZVPD.

The geometry in XYZ format:
```
48
Properties=species:S:1:pos:R:3:nbo_charge:R:1
O -0.646 -0.586 -4.140 -0.756
H -0.215 -1.127 -4.818 0.495
Au 0.492 0.166 -0.053 1.351
N 1.684 -1.128 -1.070 -0.193
N -0.419 -1.663 0.328 -0.067
N 1.144 2.129 -0.075 -0.223
N -0.936 1.076 1.110 -0.130
O 2.560 -0.812 -2.076 -0.532
O 2.112 2.535 -0.793 -0.335
O -1.957 0.460 1.697 -0.480
O -1.465 -1.872 1.068 -0.499
C 0.172 -2.706 -0.289 0.129
C 1.386 -2.421 -0.967 0.279
C 0.355 2.977 0.642 0.238
C -0.809 2.410 1.226 0.076
C 2.207 -3.346 -1.775 -0.678
H 1.927 -3.324 -2.837 0.259
H 2.072 -4.372 -1.432 0.240
H 3.269 -3.104 -1.695 0.271
C -0.524 -4.009 -0.262 -0.665
H -1.490 -3.952 -0.776 0.253
H -0.713 -4.358 0.757 0.260
H 0.068 -4.770 -0.771 0.232
C 0.703 4.418 0.690 -0.686
C -1.870 3.210 1.898 -0.662
H 1.507 4.634 -0.019 0.264
H 1.035 4.711 1.694 0.251
H -0.171 5.029 0.442 0.246
H -2.543 2.552 2.454 0.255
H -2.458 3.780 1.163 0.239
H -1.422 3.934 2.589 0.239
H 2.178 0.053 -2.411 0.521
H -1.790 -0.609 1.410 0.481
C -2.028 -0.627 -4.315 -0.250
H -2.425 -1.653 -4.309 0.179
H -2.344 -0.121 -5.237 0.183
H -2.465 -0.086 -3.472 0.186
O 0.699 0.901 -2.327 -1.028
H 0.134 0.498 -3.049 0.532
H 0.787 1.872 -2.436 0.517
N -0.257 -1.120 4.208 -0.835
C 0.609 -0.206 3.645 0.786
N 0.517 1.043 4.223 -0.850
O 1.378 -0.462 2.707 -0.695
H -1.099 -0.736 4.620 0.393
H -0.392 -1.961 3.661 0.406
H 1.285 1.662 4.003 0.407
H 0.161 1.080 5.169 0.396
```

ΔE to the lowest compared entry with this formula, charge and spin   0.0 kcal/mol
Charge   +1
Calculated total energy   -1385.85143 a.u.
HOMO-LUMO gap (alpha / beta)   5.62 / 7.28 eV
HOMO level (alpha / beta)   -9.739 / -12.095 eV
<S²>   2.02
LUMO energy (alpha / beta)   -4.12 / -4.81 eV
Spin multiplicity   3